[1]
{"formula": "C35H36F4Ge3IN6PdSe", "method": "wB97M-V/def2-TZVPD", "e_above_lowest_ev": 0.000, "lumo_energy_ev": [-7.48, -7.51], "total_charge": 2, "multiplicity": 2, "homo_lumo_gap_ha": [0.213, 0.236], "species": ["Ge", "Pd", "H", "H", "C", "H", "C", "H", "H", "H", "H", "H", "C", "H", "H", "C", "H", "H", "N", "C", "C", "C", "H", "F", "C", "H", "C", "H", "C", "C", "H", "C", "H", "Ge", "C", "N", "H", "C", "F", "C", "C", "Ge", "H", "C", "C", "H", "C", "H", "Se", "H", "N", "H", "F", "N", "C", "H", "H", "H", "C", "H", "H", "C", "I", "C", "N", "C", "C", "C", "C", "C", "C", "H", "H", "C", "N", "C", "H", "C", "H", "H", "F", "C", "C", "C", "H", "H", "H"], "positions_angstrom": [[-1.6461, -4.9720, 0.3910], [0.4733, -1.3627, -0.8963], [3.1935, -3.8802, -0.6777], [-2.0785, -2.5879, 1.3575], [-0.7014, -5.2873, 2.0660], [3.4046, -1.3793, -4.5694], [-4.6270, 1.5812, -2.8335], [3.4624, 2.4198, -2.5255], [6.2519, 1.6112, -5.6560], [-0.6249, -6.3639, 2.2230], [4.5888, -1.8682, -2.1551], [2.2071, 0.2918, 1.5825], [4.6829, -1.3640, -1.1951], [-1.2373, -4.8622, 2.9150], [-1.5088, 0.2663, 3.5418], [-5.5802, -1.0975, -0.4336], [-3.7433, -5.9327, -0.6997], [1.4768, -4.0015, -5.0805], [0.1875, -1.1892, 1.2007], [-0.4063, -5.2170, -1.1083], [-0.8673, -0.4049, 2.9947], [0.5689, -1.4664, -2.9908], [0.3126, -4.8859, 2.0555], [-1.4472, 1.7285, -0.2916], [-3.4680, 2.2224, -3.2353], [5.4126, -1.9127, -0.5920], [0.5079, -1.9500, 2.2466], [-0.0805, -2.8002, -6.5712], [4.8781, 0.0262, -5.2124], [0.0987, -2.4270, -5.5711], [-3.2588, -3.5925, -2.1961], [-1.0203, 2.7293, -2.8840], [3.4629, -0.7492, 2.2642], [1.8775, -0.0086, -2.2846], [4.9214, 2.1459, -4.0650], [-5.3368, -1.9869, 0.2588], [3.2203, -3.6354, 1.0699], [-7.0752, 0.0772, -1.9055], [-3.5898, 0.4763, 0.4512], [3.8631, 1.7394, -3.2672], [-3.1934, -6.1324, 0.2207], [3.0490, -1.4298, -0.1264], [1.1799, -2.7833, 2.1495], [-0.1333, -1.5002, 3.4026], [-2.3314, 2.2598, -2.4265], [5.2682, -0.6312, -5.9776], [3.1535, -0.1995, 1.3740], [-1.5799, -3.5788, -2.8172], [-1.9651, -1.8505, -0.9954], [-0.9298, -5.5327, -2.0106], [-8.1138, 0.0927, -2.4070], [1.6747, -3.6544, 0.1990], [-5.6224, 1.5167, -3.6983], [-0.6428, 4.3711, -4.8361], [-2.3741, -3.0992, 0.4408], [1.9600, -3.1223, -2.8343], [5.3438, 3.1330, -3.9364], [-0.8696, 0.0693, -3.5157], [3.3175, 0.4648, -3.4415], [0.3092, -5.9993, -0.8518], [-1.0306, 0.4649, 1.0755], [5.4281, 1.2898, -5.0331], [-0.0036, -2.3177, 5.2830], [-2.4256, -2.9700, -2.5154], [-0.6500, -0.2500, 1.6806], [-3.6090, 1.0259, -0.7672], [-0.3338, -0.8107, -3.8532], [-2.4833, 1.6916, -1.1644], [-0.5446, -1.2748, -5.1416], [-4.7216, 0.8920, -1.6099], [-5.8099, 0.0127, -1.2847], [-3.4661, -3.1350, 0.4444], [-3.8700, -5.9872, 1.0629], [1.2387, -2.6161, -3.4671], [1.0557, 1.6398, -1.9263], [-0.8311, 3.6526, -3.9598], [5.0504, -0.3534, -1.3562], [0.0829, 2.1521, -2.3881], [-2.8830, -7.1770, 0.2104], [0.1565, -4.3071, -1.3339], [-3.4226, 2.7259, -4.4599], [3.8267, -0.3935, -4.4148], [0.9802, -3.1054, -4.7326], [2.7174, -3.3459, 0.1442], [-1.2182, -0.7463, -5.8031], [-2.7453, -2.3203, -3.3250], [3.9093, 0.5531, 1.1532]], "forces_ev_per_angstrom": [[-0.1, 0.1, 0.0], [-0.1, 0.0, 0.1], [0.0, 0.0, 0.0], [0.0, 0.0, 0.0], [0.0, 0.0, 0.0], [0.0, 0.0, 0.0], [0.0, -0.1, -0.1], [0.0, 0.0, 0.0], [0.0, 0.0, 0.0], [0.0, 0.0, 0.0], [0.0, 0.0, 0.0], [0.1, 0.0, 0.0], [0.0, 0.0, 0.0], [0.0, 0.0, 0.0], [0.0, 0.0, 0.0], [0.0, 0.2, 0.2], [0.0, 0.0, 0.0], [0.0, 0.0, 0.0], [0.0, 0.0, -0.1], [0.0, 0.0, 0.0], [0.0, 0.0, 0.1], [-0.1, -0.3, -0.2], [0.0, 0.0, 0.0], [0.0, 0.1, 0.0], [0.0, 0.0, 0.0], [0.0, 0.0, 0.0], [0.0, 0.0, 0.0], [0.0, 0.0, 0.0], [0.0, 0.0, 0.0], [0.0, 0.0, -0.1], [0.0, 0.0, 0.0], [0.0, 0.0, -0.1], [0.0, 0.0, 0.0], [0.2, 0.1, 0.0], [0.0, 0.0, 0.0], [-0.2, 0.0, -0.2], [0.0, 0.0, 0.0], [0.1, 0.0, 0.0], [-0.1, 0.1, 0.0], [0.0, 0.0, 0.0], [0.0, 0.0, 0.0], [0.1, 0.0, -0.1], [0.0, 0.0, 0.0], [0.0, 0.0, 0.0], [0.0, 0.0, 0.1], [0.0, 0.0, 0.0], [0.0, 0.0, 0.0], [0.0, 0.0, 0.0], [-0.1, -0.2, 0.1], [0.0, 0.0, 0.0], [0.0, 0.0, 0.0], [0.0, 0.0, 0.0], [0.0, 0.0, 0.0], [0.0, 0.0, 0.0], [0.1, -0.1, 0.0], [0.0, 0.0, 0.0], [0.0, 0.0, 0.0], [0.0, 0.0, 0.0], [0.0, 0.1, 0.0], [0.0, 0.0, 0.0], [0.0, 0.0, 0.0], [0.0, 0.0, 0.0], [0.0, 0.0, 0.0], [0.1, 0.0, -0.1], [-0.1, 0.0, 0.0], [0.0, 0.0, 0.1], [0.0, 0.0, 0.1], [0.1, 0.0, 0.0], [0.0, 0.0, 0.0], [0.1, 0.1, 0.0], [-0.2, -0.1, -0.1], [0.1, 0.0, 0.0], [0.0, 0.0, 0.0], [0.0, 0.1, 0.0], [-0.2, -0.1, 0.0], [0.0, -0.1, 0.0], [0.0, 0.0, 0.0], [0.1, 0.1, 0.1], [0.0, 0.0, 0.0], [0.0, 0.0, 0.0], [0.0, 0.0, 0.0], [0.0, -0.1, 0.0], [0.0, 0.0, 0.0], [0.0, 0.1, 0.0], [0.0, 0.0, 0.0], [0.0, 0.0, 0.0], [0.0, 0.0, 0.0]], "mulliken_charge": [0.61, 1.27, 0.46, 0.32, -1.07, 0.36, -0.09, 0.46, 0.42, 0.43, 0.37, 0.32, -1.38, 0.30, 0.56, 0.02, 0.38, 0.59, 0.61, -1.00, -0.11, 1.05, 0.30, -0.82, 0.27, 0.57, -0.73, 0.46, -0.84, -0.89, 0.58, 0.12, 0.40, 0.25, -0.81, -0.46, 0.56, -0.10, -0.37, -0.44, -1.20, 1.01, 0.67, -1.24, 0.54, 0.46, -1.27, 0.11, 0.14, 0.46, -0.38, -0.20, -0.31, -0.44, -1.11, 0.30, 0.44, 0.04, 0.35, 0.53, -0.08, -0.55, 0.20, -1.25, 0.14, 0.54, 0.18, 0.68, -0.74, 0.50, 0.50, 0.60, 0.39, -0.51, -0.38, -0.35, 0.39, 0.36, 0.38, -0.18, -0.33, 0.10, -1.01, -0.89, 0.53, 0.45, 0.50]}


[2]
{"formula": "C11H9AgBrN4OS2", "method": "wB97M-V/def2-TZVPD", "e_above_lowest_ev": 0.000, "lumo_energy_ev": 2.37, "total_charge": -1, "homo_lumo_gap_ha": 0.252, "species": ["H", "N", "C", "C", "Ag", "C", "C", "C", "S", "O", "C", "H", "H", "C", "H", "H", "C", "S", "N", "H", "C", "H", "C", "C", "H", "Br", "H", "N", "N"], "positions_angstrom": [[4.0390, 0.0236, -0.7909], [-1.0755, 2.8334, 0.0117], [-5.4548, 1.7971, 0.0263], [2.8514, 0.3095, 2.3701], [-1.6195, 0.8776, 0.7782], [-5.1516, 0.3259, 0.0867], [3.3424, 0.1614, 0.0280], [-3.5775, -1.3392, 0.4677], [0.9580, 3.8180, -1.6596], [5.0576, -0.1444, 1.6973], [2.0071, 0.4216, -0.2190], [5.5815, -0.2505, 0.8955], [-6.3848, -2.7609, -0.3566], [1.5463, 0.5610, 1.9849], [-7.1074, -0.3691, -0.5341], [-5.4553, 2.1335, -1.0131], [3.7647, 0.1034, 1.3496], [-1.9409, -1.6912, 0.8614], [-3.9268, -0.0189, 0.4511], [-6.4361, 2.0150, 0.4504], [-6.1014, -0.6358, -0.2388], [-4.6869, 2.3547, 0.5580], [-5.6889, -1.9531, -0.1405], [-0.2360, 3.2546, -0.6830], [3.1538, 0.2812, 3.4063], [0.2401, 0.8961, 3.3295], [1.6323, 0.5018, -1.2323], [1.1134, 0.6082, 0.7508], [-4.4638, -2.3270, 0.2011]], "forces_ev_per_angstrom": [[0.0, 0.0, 0.0], [0.0, 0.2, 0.0], [0.0, 0.0, 0.0], [0.0, 0.0, 0.1], [0.0, -0.3, -0.1], [0.1, 0.1, 0.0], [0.0, 0.0, -0.1], [-0.3, 0.0, 0.1], [0.0, 0.0, 0.0], [0.0, 0.0, -0.1], [0.0, 0.0, 0.0], [0.0, 0.0, 0.0], [0.0, 0.0, 0.0], [0.0, 0.0, 0.0], [0.0, 0.0, 0.0], [0.0, 0.0, 0.0], [0.1, 0.0, 0.1], [-0.1, 0.2, 0.0], [-0.1, -0.1, -0.1], [0.0, 0.0, 0.0], [-0.1, -0.1, 0.0], [0.0, 0.0, 0.0], [0.1, 0.0, 0.0], [0.0, 0.0, 0.0], [0.0, 0.0, 0.0], [0.1, 0.0, 0.1], [0.0, 0.0, 0.0], [0.1, 0.0, 0.0], [0.1, 0.1, 0.0]], "mulliken_charge": [0.29, -0.49, -1.20, -0.54, 0.21, 0.77, -0.41, 0.31, -0.49, -0.53, -0.91, 0.29, 0.39, 0.16, 0.36, 0.25, 1.04, -0.54, -0.21, 0.35, -0.65, 0.28, -0.06, 0.23, 0.43, -0.17, 0.43, -0.01, -0.57]}


[3]
{"formula": "C4H12", "method": "wB97M-V/def2-TZVPD", "e_above_lowest_ev": 1.480, "lumo_energy_ev": [-3.54, -11.82], "total_charge": 1, "multiplicity": 2, "homo_lumo_gap_ha": [0.407, 0.102], "species": ["H", "H", "C", "H", "H", "C", "H", "H", "H", "H", "C", "H", "H", "C", "H", "H"], "positions_angstrom": [[1.9929, -0.5079, -0.9221], [-3.3704, 0.1353, 0.6047], [1.8885, 1.1608, 0.4647], [2.1765, -0.9504, 0.8251], [0.8674, 1.0755, -0.1435], [2.4784, -0.1808, 0.0663], [2.4967, 2.0124, 0.0413], [-1.0623, -1.0170, -1.0726], [-2.2020, 1.0951, -0.2343], [-0.9486, -0.9166, 0.5782], [-2.6596, 0.0819, -0.2401], [3.5422, -0.2120, -0.1195], [-3.2678, -0.2092, -1.1248], [-1.7004, -0.9601, -0.1537], [-2.0363, -2.1223, -0.0938], [1.8048, 1.5154, 1.5241]], "forces_ev_per_angstrom": [[0.8, 0.4, 1.3], [-0.7, 0.4, 0.7], [-1.0, 1.5, -1.8], [0.6, 0.4, -0.7], [1.6, 1.2, 1.8], [-1.1, -1.5, -0.2], [-0.9, -0.9, -0.1], [0.3, -0.8, -1.0], [-0.1, 0.0, 0.5], [1.3, 1.0, 1.2], [0.2, -1.2, -2.2], [0.3, 0.0, 0.4], [-0.5, 0.8, 0.6], [-0.3, -2.0, 1.5], [0.0, 1.9, -1.1], [-0.3, -1.2, -0.7]], "mulliken_charge": [0.21, 0.37, -0.53, 0.23, -0.01, -0.78, 0.29, 0.40, 0.34, 0.39, -0.51, 0.33, 0.33, -0.69, 0.36, 0.29]}


[4]
{"formula": "C38H51Cl3CoN2O3SbSi", "method": "wB97M-V/def2-TZVPD", "e_above_lowest_ev": 0.000, "lumo_energy_ev": [0.50, -1.38], "multiplicity": 5, "homo_lumo_gap_ha": [0.307, 0.251], "species": ["H", "C", "H", "O", "C", "N", "H", "H", "H", "O", "C", "H", "C", "C", "C", "H", "C", "C", "H", "Sb", "C", "H", "H", "H", "C", "H", "H", "C", "H", "C", "C", "H", "C", "C", "H", "C", "C", "C", "Cl", "H", "Cl", "H", "C", "H", "H", "H", "H", "H", "H", "H", "C", "Si", "C", "H", "H", "H", "H", "C", "H", "C", "H", "H", "H", "H", "H", "C", "C", "H", "H", "H", "H", "C", "H", "C", "C", "C", "H", "C", "C", "C", "H", "C", "C", "C", "H", "H", "H", "N", "H", "Co", "O", "H", "H", "H", "H", "C", "H", "Cl", "C", "C"], "positions_angstrom": [[2.0044, 5.4199, -6.4881], [-3.3359, -3.7412, 4.0705], [-2.0281, 6.7457, -7.0444], [0.3576, 2.0792, 0.6741], [3.1640, 0.0456, 2.3946], [-0.1331, 4.2679, 1.0230], [1.4718, -1.4267, -3.6533], [1.6366, 5.2765, 1.5004], [3.5900, -3.2061, -1.2091], [2.0771, 0.1853, -0.6044], [-0.3573, 3.0736, 0.4683], [-3.1412, 2.9256, 4.4051], [-3.7545, -2.6096, 3.3711], [-2.1498, 2.4968, 4.4825], [-1.9724, -3.9933, 4.2301], [5.7001, -0.8411, 4.4887], [2.2720, -0.8259, -3.2288], [-1.0292, -3.1151, 3.6864], [1.5603, 3.5729, 1.9879], [0.0909, -0.6142, 2.2304], [2.3828, -1.4674, 4.1102], [-1.0390, -5.5080, -4.5266], [-1.0645, -0.8040, -3.4858], [1.5903, -2.0153, 4.5921], [3.2260, -2.8342, -2.1628], [-2.4599, 1.1537, 2.8624], [-1.1994, -2.0143, -4.7687], [0.0207, 2.4186, 5.5367], [1.7250, 4.1636, -5.2899], [1.3920, 5.1418, -5.6323], [0.9949, 4.4929, 1.9034], [-1.3877, 5.2704, -3.8019], [-1.0036, 5.3904, 0.7492], [-0.3994, -4.6300, -4.4073], [-1.0951, -6.3155, 2.2905], [-1.2601, 2.9666, 5.4474], [4.7052, -0.8004, 4.0645], [3.6675, -1.5231, 4.6545], [-2.2712, 0.4226, 0.2177], [-1.4539, 5.7614, 1.6706], [-0.6756, 3.7127, -7.6100], [-0.8761, 7.5541, -5.9858], [-2.8117, -1.7275, 2.8351], [3.0846, -0.7378, -3.9495], [2.9832, 0.6787, 1.5445], [-1.1740, 3.5886, -4.2786], [-0.3951, 7.0714, -7.6096], [5.2555, 0.5566, 2.4886], [-3.2193, -3.7003, -0.3533], [1.8723, 0.1492, -2.9817], [-1.7590, 1.4804, 3.6076], [-0.4222, 5.1250, -6.0737], [-1.0967, -5.5031, 1.5747], [0.9994, -3.3349, 0.0265], [-2.5267, 4.5158, -4.9129], [-4.0663, -4.4223, 4.4874], [3.8544, -2.1204, 5.5378], [-1.1078, -2.3076, -1.3196], [-1.7958, 5.0846, 0.0733], [-0.9827, 6.7759, -6.7423], [-0.6323, -3.9450, -5.2178], [-2.0617, -1.7787, -1.2155], [0.6502, 4.7999, 2.8912], [-0.4453, 6.2044, 0.2858], [1.0274, -5.2107, 1.6519], [0.4138, 1.4002, 4.6609], [2.5790, -0.9303, -0.8268], [4.0336, -2.8856, -2.8916], [-1.2226, 3.0218, -0.1903], [-2.5616, -1.6695, -3.7106], [-4.8117, -2.4109, 3.2476], [-2.2901, -5.0682, 1.0121], [-1.5610, 3.7587, 6.1208], [-1.4758, 4.5719, -4.6349], [-1.4748, -1.7785, -3.7442], [-0.5734, -4.0254, -3.0553], [0.6256, -4.9810, -4.5529], [2.1227, -0.6934, 2.9691], [4.4531, -0.0143, 2.9365], [0.0850, -3.8417, 0.2970], [0.0179, -3.3332, 3.8149], [-1.1008, -3.4131, -0.2894], [-1.0318, -2.8081, -2.7560], [0.0919, -4.8817, 1.2154], [1.4139, 1.0129, 4.7516], [-1.6457, -4.8720, 4.7699], [2.4046, -3.4676, -2.4983], [2.7623, -1.4707, -2.0233], [1.5879, 5.8592, -4.8345], [-0.0259, 0.2810, -0.3373], [-0.0437, -1.4200, -1.1263], [2.9425, -1.5549, 0.0002], [-3.2238, -5.5393, 1.2922], [-3.1724, -0.8639, 2.3133], [0.7131, 2.7891, 6.2811], [-0.4755, 0.9160, 3.6851], [-0.3076, -4.6790, -2.2313], [-0.2999, 1.4982, -2.2955], [-1.4364, -1.9721, 2.9853], [-2.2878, -4.0341, 0.0874]], "forces_ev_per_angstrom": [[0.0, 0.0, -0.1], [0.4, 0.2, -0.1], [-0.1, -0.1, 0.0], [0.1, 0.2, 0.1], [0.0, -0.3, 0.4], [0.0, -0.4, -0.2], [-0.1, -0.1, -0.1], [0.0, 0.0, -0.1], [0.0, 0.0, 0.1], [0.2, -0.2, 0.0], [0.2, 0.2, 0.3], [0.0, 0.0, 0.0], [0.6, -0.1, 0.1], [0.4, -0.2, 0.0], [-0.3, 0.5, -0.1], [0.0, 0.0, 0.0], [0.0, 0.0, 0.0], [-0.8, 0.1, 0.1], [0.0, -0.1, 0.0], [-0.6, 1.3, 0.3], [0.7, 0.3, -0.2], [0.0, 0.0, 0.0], [0.1, 0.1, 0.0], [-0.2, -0.1, 0.1], [0.0, 0.0, 0.0], [-0.1, -0.1, -0.3], [0.0, 0.0, -0.1], [-0.4, -0.1, -0.4], [0.0, -0.1, 0.0], [-0.1, 0.0, -0.1], [0.0, 0.0, 0.1], [0.0, 0.1, 0.1], [0.0, 0.0, 0.0], [0.0, -0.1, -0.2], [0.0, 0.0, 0.0], [0.2, -0.2, -0.2], [-0.4, 0.0, -0.2], [-0.1, 0.2, -0.3], [-0.3, 0.1, 0.0], [0.0, 0.0, 0.1], [0.0, 0.2, 0.2], [0.0, 0.0, 0.1], [0.2, -0.4, 0.3], [0.0, 0.0, 0.0], [-0.1, 0.1, -0.3], [0.1, -0.1, 0.0], [0.1, 0.0, -0.1], [0.0, 0.0, 0.0], [0.0, 0.0, 0.0], [0.0, 0.1, 0.0], [0.4, 0.2, 0.5], [-0.1, -0.2, 0.1], [0.1, 0.0, -0.2], [0.2, 0.0, 0.0], [-0.1, 0.0, -0.1], [0.0, 0.0, 0.0], [0.0, 0.0, 0.0], [-0.4, -0.3, 0.0], [-0.1, 0.0, -0.1], [0.1, -0.1, 0.0], [0.0, 0.1, 0.0], [0.0, 0.1, 0.0], [-0.1, 0.0, 0.0], [0.1, 0.0, 0.0], [0.0, 0.0, 0.0], [-0.7, 0.3, -0.2], [0.1, 0.0, -0.3], [0.0, 0.0, 0.0], [-0.1, 0.0, -0.1], [-0.1, 0.0, 0.0], [0.0, 0.0, 0.0], [0.1, -0.1, -0.1], [0.0, 0.0, 0.0], [0.1, 0.0, -0.2], [-0.1, 0.1, -0.1], [-0.1, 0.2, 0.3], [0.0, 0.0, 0.0], [-0.1, -1.0, 0.8], [-0.4, -0.3, 0.4], [-0.1, 0.1, 0.0], [0.2, -0.1, 0.0], [0.1, -0.1, 0.2], [0.3, -0.2, -0.1], [0.0, -0.2, 0.0], [0.2, -0.2, -0.1], [0.0, 0.0, 0.0], [-0.1, 0.0, 0.0], [0.0, 0.2, 0.3], [0.0, 0.1, 0.1], [-0.4, -0.6, -1.2], [0.3, 0.7, 0.7], [0.0, 0.0, 0.0], [0.0, 0.0, 0.0], [0.0, 0.2, -0.3], [0.0, 0.0, 0.0], [0.1, 0.3, -0.1], [0.0, 0.0, 0.1], [0.1, 0.3, -0.1], [0.5, -0.7, 0.5], [0.0, 0.0, -0.1]], "mulliken_charge": [0.28, -0.64, 0.26, -0.87, -0.37, 0.38, 0.12, 0.32, 0.31, -0.79, 0.09, 0.44, -0.78, -0.95, -0.88, 0.38, -0.75, -0.58, 0.07, 0.81, -0.47, 0.34, 0.06, 0.41, -0.76, 0.24, 0.42, -0.77, 0.27, -0.91, -0.81, 0.25, -0.93, -1.61, 0.45, -0.58, -0.56, -0.79, -0.58, 0.32, -0.35, 0.33, -0.30, 0.43, 0.52, 0.07, 0.27, 0.43, 0.48, 0.16, -0.45, 0.50, -0.48, 0.29, 0.31, 0.41, 0.43, -0.49, 0.28, -0.95, 0.37, 0.44, 0.33, 0.33, 0.44, -0.36, -0.07, 0.32, 0.31, 0.33, 0.42, -0.83, 0.38, -0.66, -1.43, 0.17, 0.30, 0.20, -0.82, 0.35, 0.20, 0.23, 0.08, -0.86, 0.34, 0.46, 0.16, 0.22, 0.32, 1.16, 0.84, 0.51, 0.41, 0.19, 0.42, 1.11, 0.43, -0.46, 1.36, -0.38]}